The following is a quantum chemistry calculation of a structure of composition C33H32Cl5N4O3RbS2Te at a distorted geometry, from the OMol25 dataset.

Each line ends with the Löwdin charge.
CARTESIAN COORDINATES (ANGSTROEM)
1 Rb -1.332 0.847 0.358  0.709
2 Cl -1.553 -6.345 3.675  0.579
3 C -1.527 -4.632 3.311  -0.693
4 C -2.388 -3.789 4.027  -0.164
5 C -2.349 -2.447 3.777  -0.607
6 Cl -3.400 -1.386 4.663  0.661
7 C -1.456 -1.816 2.817  -0.457
8 O -1.423 -0.585 2.659  -0.238
9 C -0.631 -2.759 2.090  -0.122
10 C 0.272 -2.297 1.067  -0.257
11 O 0.547 -1.152 0.756  -0.223
12 C -0.677 -4.131 2.362  -0.084
13 H -3.067 -4.202 4.761  0.096
14 H 0.793 -3.133 0.545  0.119
15 H -0.016 -4.798 1.820  0.108
16 C 5.996 -1.904 -1.394  -0.081
17 C 4.629 -1.413 -0.909  -0.552
18 C 4.804 -0.800 0.488  -0.047
19 C 3.677 -2.616 -0.836  -0.034
20 C 3.999 -0.382 -1.840  -0.178
21 C 4.537 -0.068 -3.093  -0.055
22 C 3.914 0.823 -3.956  -0.104
23 C 2.725 1.412 -3.563  -0.489
24 S 1.675 2.510 -4.406  1.035
25 C 0.573 2.494 -2.979  -0.488
26 N 0.999 1.761 -2.018  0.105
27 C 2.178 1.126 -2.295  -0.285
28 C 2.816 0.229 -1.446  0.047
29 C -0.683 3.221 -2.979  -0.310
30 C -1.091 3.957 -4.104  -0.107
31 C -2.325 4.575 -4.108  -0.142
32 C -3.156 4.463 -2.995  -0.128
33 C -2.735 3.755 -1.874  -0.179
34 C -1.492 3.123 -1.838  -0.117
35 H 6.408 -2.607 -0.667  0.076
36 H 6.698 -1.075 -1.503  0.081
37 H 5.917 -2.421 -2.352  0.076
38 H 5.283 -1.515 1.162  0.080
39 H 3.845 -0.517 0.921  0.044
40 H 5.428 0.094 0.427  0.089
41 H 4.070 -3.384 -0.165  0.083
42 H 3.548 -3.054 -1.828  0.091
43 H 2.699 -2.301 -0.475  0.062
44 H 5.456 -0.533 -3.423  0.088
45 H 4.350 1.039 -4.923  0.095
46 H 2.326 0.025 -0.502  0.086
47 H -0.431 4.026 -4.966  0.062
48 H -2.652 5.137 -4.976  0.077
49 H -4.137 4.931 -3.001  0.079
50 H -3.399 3.689 -1.015  0.054
51 S -5.457 0.926 -0.685  0.546
52 C -5.092 -0.691 -0.608  -0.905
53 N -4.767 -1.246 0.626  0.055
54 C -4.342 -2.520 0.703  -0.074
55 C -4.493 -3.359 -0.354  -0.072
56 C -4.989 -2.783 -1.548  -0.167
57 N -5.296 -1.522 -1.659  0.064
58 H -4.517 -0.592 1.353  0.122
59 H -3.938 -2.852 1.651  0.116
60 H -4.145 -4.379 -0.315  0.095
61 H -5.153 -3.392 -2.433  0.102
62 C 2.882 1.402 4.081  -0.465
63 Te 1.384 1.005 2.556  1.285
64 C 1.841 2.891 1.634  -0.447
65 H 2.605 2.266 4.680  -0.017
66 H 3.857 1.569 3.627  -0.016
67 H 2.945 0.533 4.734  -0.023
68 H 2.896 2.947 1.377  -0.004
69 H 1.577 3.703 2.306  -0.013
70 H 1.243 2.979 0.729  -0.020
71 C -1.946 -1.914 -1.662  -0.396
72 O -2.507 -0.983 -0.878  -0.540
73 H -2.681 -2.371 -2.381  0.046
74 H -1.528 -2.781 -1.081  0.052
75 H -1.107 -1.525 -2.286  0.060
76 Cl -3.826 6.135 2.678  0.661
77 C -3.273 4.708 3.473  -1.394
78 Cl -2.218 5.496 5.211  0.234
79 Cl -4.525 3.747 4.157  0.678
80 C -2.267 3.995 2.789  -0.356
81 N -1.409 3.436 2.268  0.250

Computed properties:
**Spin multiplicity**: 1
**Net charge**: -2
**HOMO**: -1.13 eV
**Kohn-Sham gap**: 2.95 eV